Run A
Formula: C4H17NO3
Source: the OMol25 dataset
Level of theory: ωB97M-V/def2-TZVPD

The highest occupied orbital energy comes out at -0.315 Eh. For the lowest unoccupied orbital energy, the calculation gives -2.43 eV.

Cartesian coordinates (Å):
1 C 1.27537 -0.06377 -2.19508
2 C 0.81070 -1.43392 -1.61383
3 N -0.51046 -1.41413 -1.03358
4 C -0.72400 -1.85906 0.35268
5 C -1.75466 -1.00985 1.16578
6 H 2.29179 -0.05032 -2.54083
7 H 0.59988 0.23314 -2.95341
8 H 1.27231 0.70621 -1.45536
9 H 1.55171 -1.72489 -0.91530
10 H 0.92209 -1.98421 -2.54009
11 H -1.34814 -1.66976 -1.54155
12 H 0.28288 -1.80621 0.76327
13 H -1.16858 -2.83232 0.53930
14 H -2.79590 -1.29946 1.00855
15 H -1.57005 0.03205 0.91802
16 H -1.63575 -1.09235 2.26477
17 H 1.81827 0.57105 2.81519
18 H 0.46762 0.69629 2.13786
19 O 0.98913 0.06604 2.69069
20 H -0.50660 3.51102 -1.25649
21 H -0.29629 2.27590 -0.27374
22 O -0.11439 2.63847 -1.21866
23 H 0.71508 0.72205 0.40893
24 H 0.50060 2.54625 1.22420
25 O -0.26049 1.93825 1.34047

Mulliken population analysis, charges in e, atoms 1 to 2: -0.97, -0.51

Run B
Formula: C4H17NO3
Source: the OMol25 dataset
Level of theory: ωB97M-V/def2-TZVPD

The highest occupied orbital energy comes out at -0.337 Eh. For the lowest unoccupied orbital energy, the calculation gives 0.41 eV. As for the SMILES: CC[C@H](C)N.O.O.O.

Cartesian coordinates (Å):
1 C 1.18347 -0.57724 -3.00031
2 C 1.01681 -0.16535 -1.50968
3 C 0.75724 -1.36679 -0.70148
4 C 0.33777 -1.33856 0.74938
5 N 2.19500 -1.99840 -0.56309
6 H 1.78154 -1.52832 -2.95299
7 H 0.12426 -0.69668 -3.40563
8 H 1.47507 0.24845 -3.60341
9 H 0.08694 0.59813 -1.43860
10 H 1.91541 0.48583 -1.28519
11 H 0.11734 -2.14772 -1.17128
12 H 0.77600 -2.26391 1.17820
13 H 0.71150 -0.58677 1.32881
14 H -0.83838 -1.38861 0.85782
15 H 2.35724 -2.02088 0.36177
16 H 2.90806 -1.42626 -0.91726
17 O -3.70903 3.92387 0.39866
18 H -4.24255 3.60396 1.07025
19 H -2.81751 3.96225 0.68411
20 O -1.35946 6.91008 1.10139
21 H -1.69925 6.00526 0.97309
22 H -0.77117 7.02141 1.80841
23 O -1.05629 -4.77829 3.40973
24 H -0.38615 -5.24485 3.94332
25 H -0.86386 -5.23062 2.68394

Mulliken population analysis, charges in e, atoms 1 to 2: -1.10, -0.39

Ordering by calculated energy gives the sequence run B, run A, with the first entry being the most stable.

Run A
Formula: C4H17NO3
Source: the OMol25 dataset
Level of theory: ωB97M-V/def2-TZVPD

The highest occupied orbital energy comes out at -0.335 Eh. For the lowest unoccupied orbital energy, the calculation gives 0.42 eV. As for the SMILES: CCNCC.O.O.O.

Cartesian coordinates (Å):
1 C -0.18062 -2.28815 0.23940
2 C -0.50108 -0.81596 0.39682
3 N -0.29846 -0.10814 -0.92362
4 C -0.91720 1.22022 -0.88860
5 C -2.42660 1.22788 -0.89877
6 H 0.88907 -2.60042 0.26599
7 H -0.56678 -2.81074 1.12946
8 H -0.61662 -2.69255 -0.67836
9 H 0.35979 -0.31253 0.85636
10 H -1.42971 -0.57218 0.88902
11 H -0.78308 -0.56933 -1.69302
12 H -0.46057 1.86114 -0.11519
13 H -0.45691 1.69340 -1.79880
14 H -2.78848 1.45816 -1.90697
15 H -2.91077 1.97205 -0.26867
16 H -2.92122 0.29980 -0.65940
17 O -0.06647 1.70053 2.49426
18 H -0.24915 1.52725 3.42017
19 H 0.46102 0.95176 2.17344
20 O 2.59952 -0.23654 -2.25307
21 H 3.26134 -0.63238 -1.68399
22 H 1.69921 -0.37363 -1.90242
23 O 2.43713 0.15956 1.27880
24 H 3.17634 0.65039 0.92716
25 H 2.69029 -0.70960 1.60000

Mulliken population analysis, charges in e, atoms 1 to 2: -1.24, 0.83

Run B
Formula: C4H17NO3
Source: the OMol25 dataset
Level of theory: ωB97M-V/def2-TZVPD

The highest occupied orbital energy comes out at -0.329 Eh. For the lowest unoccupied orbital energy, the calculation gives 0.63 eV. As for the SMILES: CCN(C)C.O.O.O.

Cartesian coordinates (Å):
1 C 2.67894 1.44485 -0.84076
2 C 1.15069 1.62959 -0.74473
3 N 0.49168 0.33315 -0.57535
4 C -0.85619 0.49291 -0.00732
5 C 0.40330 -0.36315 -1.87179
6 H 2.98167 0.93344 0.04730
7 H 2.87541 0.90500 -1.74976
8 H 3.17560 2.41363 -0.84848
9 H 0.81485 2.08611 -1.69352
10 H 0.85054 2.37120 -0.01756
11 H -1.35001 1.39279 -0.38962
12 H -0.76978 0.66168 1.06987
13 H -1.36911 -0.44807 -0.13004
14 H 0.15953 0.32055 -2.69517
15 H 1.39812 -0.72348 -2.07009
16 H -0.33306 -1.15502 -1.82023
17 O -4.08316 0.23963 -1.20593
18 H -4.58060 1.04520 -1.33194
19 H -3.16807 0.28032 -1.48216
20 O -0.07021 -0.62028 3.58647
21 H 0.34549 -0.58745 2.71856
22 H -0.80768 -0.00986 3.49577
23 O 0.83388 -2.83536 1.33164
24 H 0.54153 -2.72033 0.42778
25 H 1.77138 -2.95942 1.46632

Mulliken population analysis, charges in e, atoms 1 to 2: -1.25, -0.58

Ordering by calculated energy gives the sequence run A, run B, with the first entry being the most stable.

Run A
Formula: C2ClF3
Source: the OMol25 dataset
Level of theory: ωB97M-V/def2-TZVPD

The highest occupied orbital energy comes out at -0.381 Eh. For the lowest unoccupied orbital energy, the calculation gives -0.73 eV. As for the SMILES: FC#CF.FCl.

Cartesian coordinates (Å):
1 F 0.46767 2.13516 -1.71790
2 C -0.08492 0.99505 -1.49236
3 C -0.38018 -0.11549 -1.81902
4 F -0.60389 -1.29753 -2.17829
5 F 0.25120 -0.16279 1.46833
6 Cl -1.23922 -0.25651 2.08675

Mulliken population analysis, charges in e, atoms 1 to 2: -0.21, 0.18

Run B
Formula: C2ClF3
Source: the OMol25 dataset
Level of theory: ωB97M-V/def2-TZVPD

The highest occupied orbital energy comes out at -0.370 Eh. For the lowest unoccupied orbital energy, the calculation gives 0.70 eV. As for the SMILES: FC(F)=C(F)Cl.

Cartesian coordinates (Å):
1 F 0.18025 -1.96452 -0.01216
2 C -0.33397 -0.76389 -0.36364
3 F -1.57224 -0.94221 -0.78712
4 C 0.37373 0.17990 0.10649
5 F 1.61517 -0.05770 0.53140
6 Cl -0.13219 1.77552 0.23257

Mulliken population analysis, charges in e, atoms 1 to 2: -0.21, 0.36

Ordering by calculated energy gives the sequence run B, run A, with the first entry being the most stable.

Run A
Formula: C5H10NO
Source: the OMol25 dataset
Level of theory: ωB97M-V/def2-TZVPD

Its total charge is +1. The highest occupied orbital energy comes out at -0.523 Eh. For the lowest unoccupied orbital energy, the calculation gives -3.29 eV. As for the SMILES: C=CO[C@@]1(C)C[NH2+]1.

Cartesian coordinates (Å):
1 C -2.71232 0.03004 0.49948
2 C -1.99637 0.31088 -0.56288
3 O -0.61240 0.80000 -0.58172
4 C 0.48012 0.09164 -0.29191
5 C 0.57596 -1.35228 -0.28686
6 C 1.72757 0.79986 -0.54862
7 N 1.39508 0.73110 0.88636
8 H -3.69590 -0.36567 0.47666
9 H -2.25010 0.06700 1.42530
10 H -2.38575 0.32834 -1.57667
11 H 0.55515 -1.57224 -1.31079
12 H -0.16389 -1.89779 0.30175
13 H 1.57770 -1.55380 0.18542
14 H 2.74595 0.36395 -0.74271
15 H 1.89020 1.75530 -0.97097
16 H 1.85347 -0.00234 1.56084
17 H 1.01551 1.46598 1.53733

Mulliken population analysis, charges in e, atoms 1 to 2: -0.69, -0.02

Run B
Formula: C5H10NO
Source: the OMol25 dataset
Level of theory: ωB97M-V/def2-TZVPD

Its total charge is +1. The highest occupied orbital energy comes out at -0.602 Eh. For the lowest unoccupied orbital energy, the calculation gives -6.71 eV. As for the SMILES: CC1(C)CC[N+]1=O.

Cartesian coordinates (Å):
1 C -1.02374 -0.77780 1.09982
2 C -0.19124 -0.24844 -0.04972
3 C -0.42839 -0.89987 -1.46668
4 C 1.25313 -0.06136 0.50466
5 C 1.18072 1.45395 0.10398
6 N -0.25232 1.23261 -0.18134
7 O -1.11291 1.93351 -0.60405
8 H -2.14144 -0.87468 0.76904
9 H -1.08281 -0.28485 2.05323
10 H -0.79285 -1.73727 1.40536
11 H -1.46914 -0.91410 -1.52331
12 H 0.10394 -1.75596 -1.37089
13 H 0.05770 -0.32398 -2.19424
14 H 1.98215 -0.54413 -0.08989
15 H 1.14173 -0.35119 1.57117
16 H 1.28960 2.33605 0.80765
17 H 1.48589 1.81750 -0.83479

Mulliken population analysis, charges in e, atoms 1 to 2: -1.76, 1.05

Run C
Formula: C5H10NO
Source: the OMol25 dataset
Level of theory: ωB97M-V/def2-TZVPD

Its total charge is +1. The highest occupied orbital energy comes out at -0.540 Eh. For the lowest unoccupied orbital energy, the calculation gives -4.88 eV. As for the SMILES: C=[N+]1C[C@H]1[C@@H](C)O.

Cartesian coordinates (Å):
1 C -2.52516 -0.73812 -0.41549
2 N -1.60885 0.03139 -0.00457
3 C -0.98369 0.91997 0.93694
4 C -0.42211 0.67662 -0.43402
5 C 0.93820 -0.44153 -0.41146
6 C 2.36565 0.25396 -0.33489
7 O 0.70142 -1.31821 0.66407
8 H -2.54509 -0.95378 -1.46285
9 H -3.27456 -1.18110 0.33856
10 H -0.65225 0.63381 1.92535
11 H -1.48520 1.74027 1.25284
12 H -0.29310 1.30280 -1.19324
13 H 0.98535 -0.82532 -1.42504
14 H 2.30123 0.93184 -1.14299
15 H 3.03613 -0.46972 -0.52006
16 H 2.51151 0.50795 0.69875
17 H 0.95053 -1.07082 1.52810

Mulliken population analysis, charges in e, atoms 1 to 2: -0.09, 0.13

Ordering by calculated energy gives the sequence run A, run C, run B, with the first entry being the most stable.

Run A
Formula: C5H10NO
Source: the OMol25 dataset
Level of theory: ωB97M-V/def2-TZVPD

Its total charge is +1. The highest occupied orbital energy comes out at -0.499 Eh. For the lowest unoccupied orbital energy, the calculation gives -7.93 eV.

Cartesian coordinates (Å):
1 O -0.23309 -2.64246 0.45159
2 C -0.91839 -1.73519 0.89894
3 C -0.24984 -0.47628 1.51842
4 C -0.53845 0.74525 0.45589
5 C 0.30849 1.14064 -0.67321
6 C 0.06512 1.11916 -2.01794
7 N 1.60621 1.44795 -0.18125
8 H -2.06782 -1.76370 0.90448
9 H 0.80347 -0.65014 1.62206
10 H -0.87981 -0.11990 2.36257
11 H -1.57586 0.80022 0.29086
12 H -0.57324 1.58217 1.16245
13 H -0.51548 1.97288 -2.37466
14 H -0.39115 0.13175 -2.33441
15 H -0.57597 1.55930 -4.27198
16 H 2.18714 2.12750 -0.68606
17 H 2.20843 0.60247 -0.11187

Mulliken population analysis, charges in e, atoms 1 to 2: -0.43, 0.02

Run B
Formula: C5H10NO
Source: the OMol25 dataset
Level of theory: ωB97M-V/def2-TZVPD

Its total charge is +1. The highest occupied orbital energy (alpha / beta) comes out at -0.485 / -0.485 Eh. For the lowest unoccupied orbital energy (alpha / beta), the calculation gives -4.25 / -4.25 eV.

Cartesian coordinates (Å):
1 C 0.40612 1.10880 0.00463
2 C -0.38636 -1.27543 1.00622
3 C 1.88671 0.59134 0.17464
4 C 0.16769 -1.45200 -0.29087
5 C -0.45353 -0.14516 -0.03491
6 N -1.78268 0.28875 -0.59377
7 O 1.99525 -0.56825 -0.45593
8 H 0.27390 1.86102 0.74939
9 H 0.37974 1.76914 -0.95678
10 H -1.28681 -1.92228 0.90759
11 H 0.08906 -1.26849 2.00257
12 H 2.60821 1.30152 -0.35351
13 H 2.26381 0.66726 1.19469
14 H 0.14023 -2.12292 -1.13712
15 H -2.63653 -0.10789 -0.13495
16 H -1.89952 -0.02681 -1.54873
17 H -1.76530 1.30143 -0.53316

Mulliken population analysis, charges in e, atoms 1 to 2: -0.97, -0.71

Ordering by calculated energy gives the sequence run B, run A, with the first entry being the most stable.

Run A
Formula: C2H4N2S2
Source: the OMol25 dataset
Level of theory: ωB97M-V/def2-TZVPD

The highest occupied orbital energy (alpha / beta) comes out at -0.285 / -0.285 Eh. For the lowest unoccupied orbital energy (alpha / beta), the calculation gives -1.20 / -1.20 eV. As for the SMILES: NS/C=C\N=S.

Cartesian coordinates (Å):
1 N -1.39883 -0.38859 1.69629
2 S 0.12578 0.08910 1.11342
3 C -0.17142 -0.15821 -0.58475
4 C 0.64060 0.22856 -1.58666
5 N 1.95551 0.50813 -1.52998
6 S 2.86481 0.70184 -0.26287
7 H -1.38169 -1.02840 2.47985
8 H -1.90026 0.44767 1.90759
9 H -1.17555 -0.58641 -0.53959
10 H 0.44103 0.18631 -2.69330

Mulliken population analysis, charges in e, atoms 1 to 2: -0.54, 0.13

Run B
Formula: C2H4N2S2
Source: the OMol25 dataset
Level of theory: ωB97M-V/def2-TZVPD

The highest occupied orbital energy comes out at -0.321 Eh. For the lowest unoccupied orbital energy, the calculation gives -0.21 eV. As for the SMILES: NC(=S)/C=N\S.

Cartesian coordinates (Å):
1 N 0.47586 1.38802 0.48556
2 C 0.90853 0.15639 0.23004
3 S 2.39089 -0.21596 -0.37194
4 C -0.05809 -0.95632 0.51780
5 N -1.31331 -1.02629 0.31306
6 S -2.20341 0.26459 -0.37028
7 H -0.40013 1.56883 0.90799
8 H 1.08039 2.19229 0.30512
9 H 0.42324 -1.85591 0.88972
10 H -3.34368 -0.41570 -0.30463

Mulliken population analysis, charges in e, atoms 1 to 2: -0.40, 0.44

Run C
Formula: C2H4N2S2
Source: the OMol25 dataset
Level of theory: ωB97M-V/def2-TZVPD

The highest occupied orbital energy comes out at -0.326 Eh. For the lowest unoccupied orbital energy, the calculation gives -1.48 eV.

Cartesian coordinates (Å):
1 C -0.74068 0.56662 -0.74691
2 C -0.37925 0.75311 0.57086
3 H 0.28480 -1.32020 -0.41344
4 H -1.08762 -1.25392 -1.89412
5 H -1.08620 1.50297 1.01792
6 H 2.59110 -0.83594 2.19635
7 N -0.21001 -0.71443 -1.10695
8 N 0.67485 0.42224 1.26574
9 S -2.11753 1.33973 -1.69561
10 S 2.07053 -0.46018 0.80615

Mulliken population analysis, charges in e, atoms 1 to 2: 0.19, 0.07

Ordering by calculated energy gives the sequence run B, run A, run C, with the first entry being the most stable.